1.
A 2-piece molecular cluster, C14H19BF9N4O5S overall in a non-equilibrium geometry, computed with the ωB97M-V functional and the def2-TZVPD basis.

The geometry in XYZ format:
```
53
C14H19BF9N4O5S (the ωB97M-V functional and the def2-TZVPD basis)
C 0.309 -1.715 0.223
C 0.233 -0.176 0.406
B -0.315 0.494 -0.893
O -0.700 -0.218 -1.988
N -0.502 2.030 -1.016
C 0.567 2.788 -1.710
C 1.421 3.642 -0.748
C 2.863 3.845 -1.238
F 3.051 5.202 -1.348
F 3.063 3.349 -2.482
C 3.996 3.403 -0.267
F 5.172 3.745 -0.803
F 3.844 4.094 0.880
S 4.055 1.568 0.182
F 2.931 1.225 -0.912
F 2.938 1.789 1.284
F 5.180 1.883 1.242
F 5.161 1.303 -0.917
F 4.089 0.047 0.569
C -1.577 2.567 -0.536
N -1.840 3.943 -0.567
N -2.480 1.696 0.060
C -3.494 2.321 0.927
O -2.981 2.686 2.194
N -1.682 2.086 2.490
O -1.760 1.341 3.366
H -0.702 -2.091 0.087
H 0.772 -2.174 1.090
H 0.845 -1.970 -0.687
H 1.217 0.221 0.654
H -0.480 0.041 1.204
H -0.320 0.103 -2.816
H 1.152 2.075 -2.282
H 0.073 3.458 -2.413
H 1.367 3.205 0.249
H 0.961 4.624 -0.676
H -1.296 4.434 0.137
H -1.673 4.341 -1.485
H -2.982 1.144 -0.633
H -3.962 3.191 0.470
H -4.282 1.578 1.076
C -3.151 -6.503 0.034
C -2.325 -5.554 -0.397
C -0.963 -5.402 0.171
O -0.211 -4.533 -0.221
C -0.555 -6.349 1.236
C -1.379 -7.299 1.669
C -2.744 -7.453 1.102
O -3.496 -8.316 1.493
H -4.149 -6.632 -0.366
H -2.601 -4.854 -1.176
H 0.443 -6.221 1.635
H -1.102 -8.001 2.446
```

Its charge is +1.

natural (NBO) atomic charge list, values in e, 8 entries: C -0.578; C -0.839; B 1.192; O -0.891; N -0.547; C -0.225; C -0.486; C 0.640

2.
A 4-piece molecular cluster, C15H21BrF9O7PS2 overall, computed with the ωB97M-V functional and the def2-TZVPD basis.

The geometry in XYZ format:
```
56
C15H21BrF9O7PS2 (the ωB97M-V functional and the def2-TZVPD basis)
O -1.671 -4.429 3.322
C -1.131 -3.630 2.622
O -0.650 -2.427 3.133
C -0.953 -3.746 1.117
C -1.263 -2.449 0.431
C -0.626 -1.917 -0.608
Br 0.808 -2.713 -1.499
C -1.078 -0.591 -1.149
O -0.998 -0.295 -2.311
C -1.666 0.361 -0.130
C -1.460 1.830 -0.373
C -0.276 2.393 0.430
C 1.045 1.749 0.071
F 1.183 0.594 0.767
F 1.098 1.427 -1.231
C 2.241 2.700 0.368
F 2.053 3.222 1.584
F 2.193 3.686 -0.521
S 4.005 1.965 0.361
F 4.388 2.721 -0.975
F 3.538 0.714 -0.501
F 3.652 1.181 1.700
F 4.516 3.203 1.206
F 5.455 1.356 0.414
C -2.349 -0.184 0.880
P -3.274 0.755 2.115
S -4.940 1.566 1.541
C -2.434 -1.671 0.965
O -3.370 -2.240 1.473
H 0.316 -2.409 3.135
H 0.094 -3.998 0.913
H -1.572 -4.573 0.765
H -2.361 2.377 -0.079
H -1.310 1.995 -1.441
H -0.214 3.475 0.299
H -0.417 2.201 1.496
H -2.309 1.662 2.580
H -3.348 -0.174 3.160
C 6.595 2.631 -4.112
O 5.252 2.178 -4.182
H 6.773 3.227 -5.004
H 6.769 3.259 -3.233
H 7.307 1.801 -4.101
H 5.068 1.651 -3.399
C -4.637 -3.597 5.248
O -4.159 -4.931 5.216
H -5.547 -3.598 5.844
H -3.918 -2.917 5.716
H -4.878 -3.225 4.247
H -3.355 -4.940 4.689
C -1.043 0.632 -5.524
O -2.373 0.275 -5.875
H -0.694 1.338 -6.274
H -0.999 1.108 -4.542
H -0.376 -0.234 -5.523
H -2.696 -0.347 -5.217
```

Its charge is 0. Its SMILES is O=C(O)CC1=C(Br)C(=O)C(CCC(F)(F)C(F)(F)S(F)(F)(F)(F)F)=C([PH2]=S)C1=O.CO.CO.CO.

natural (NBO) atomic charge list, values in e, 8 entries: O -0.523; C 0.823; O -0.744; C -0.566; C -0.064; C -0.139; Br 0.137; C 0.482

no.,E_tot (a.u.)
1,-2461.55899
2,-5721.26896